Entry 1:
19
Properties=species:S:1:pos:R:3 method="wB97M-V/def2-TZVPD" charge=0 max_force_ev_per_a=3.54 orbital_gap_ev=8.8 total_energy_ha=-493.5563 relative_energy_kj_mol=338.3
C -0.765 1.924 0.224
C -0.644 0.582 0.863
C 0.572 0.049 1.301
O -1.776 -0.073 1.192
H -2.541 0.343 0.763
H 0.148 2.163 -0.321
H -1.603 1.956 -0.475
H -0.926 2.676 1.005
H 0.502 -0.817 1.950
H 1.361 0.750 1.548
N -0.052 -0.780 -1.144
C 1.263 -0.679 -0.477
N -0.768 -1.994 -0.987
O 1.878 0.436 -1.087
O 1.946 -1.691 -0.278
H 2.822 0.212 -1.051
H -0.075 -0.392 -2.082
H -1.263 -1.928 -0.096
H -0.077 -2.737 -0.849

***

Entry 2:
7
Properties=species:S:1:pos:R:3 method="wB97M-V/def2-TZVPD" charge=+1 max_force_ev_per_a=2.41 orbital_gap_ev="8.8 / 10.5" total_energy_ha=-902.1972 multiplicity=2 relative_energy_kj_mol=85.7
C 0.036 1.548 -0.614
O 1.185 1.225 -0.666
C -0.462 -0.677 -0.394
O -0.933 0.555 -0.405
O -0.137 -1.282 0.575
K 0.709 -3.894 1.865
H -0.398 2.526 -0.361

***

Entry 3:
16
Properties=species:S:1:pos:R:3 method="wB97M-V/def2-TZVPD" charge=0 max_force_ev_per_a=3.15 orbital_gap_ev=9.3 total_energy_ha=-546.3104 relative_energy_kj_mol=204.3
C 0.784 -0.356 -1.850
C -0.219 -0.328 0.572
C -1.744 -0.307 0.444
C -1.028 1.231 -1.330
C 0.358 0.773 -1.046
C 1.780 -0.759 1.816
N 1.144 -1.151 -2.572
N 0.435 -0.795 1.443
N -1.995 0.549 -0.548
O -2.557 -0.906 1.079
O -1.420 2.192 -1.983
H 1.166 1.552 -0.943
H 2.317 -0.099 1.019
H 2.158 -1.818 1.771
H 1.786 -0.456 2.938
H -2.964 0.679 -0.810

***

Entry 4:
6
Properties=species:S:1:pos:R:3 method="wB97M-V/def2-TZVPD" charge=0 max_force_ev_per_a=2.61 orbital_gap_ev=9.2 total_energy_ha=-3029.8796 relative_energy_kj_mol=21.2
C -0.614 0.280 0.010
O 1.573 -1.126 -1.001
P 1.293 0.198 -0.485
Br -0.081 -0.138 1.784
H -1.229 -0.599 -0.468
H -0.942 1.386 0.161

***

Entry 5:
135
Properties=species:S:1:pos:R:3 method="wB97M-V/def2-TZVPD" charge=-2 max_force_ev_per_a=0.55 orbital_gap_ev=4.2 total_energy_ha=-3900.7337 relative_energy_kj_mol=71.1
Rb -0.033 0.153 -0.735
C -2.850 -1.409 -1.753
C -3.691 -2.183 -0.754
C -4.661 -3.092 -1.511
C -2.821 -3.030 0.171
C -3.643 -3.906 1.112
O -2.904 -3.883 2.339
C -2.033 -2.832 2.227
N -1.942 -2.268 1.096
C -1.324 -2.564 3.520
C -1.798 -3.296 4.620
C -1.224 -3.188 5.870
C -0.141 -2.339 6.050
C 0.328 -1.614 4.975
C -0.244 -1.692 3.700
P 0.546 -0.622 2.375
C 2.206 -1.381 2.486
C 2.386 -2.522 1.706
C 3.592 -3.207 1.727
C 4.640 -2.742 2.509
C 4.470 -1.603 3.285
C 3.256 -0.933 3.280
C 0.600 0.932 3.352
C -0.607 1.419 3.865
C -0.677 2.665 4.468
C 0.463 3.453 4.572
C 1.664 2.980 4.066
C 1.732 1.733 3.455
H -3.456 -0.797 -2.423
H -2.255 -2.092 -2.367
H -2.143 -0.756 -1.254
H -4.273 -1.496 -0.121
H -4.098 -3.829 -2.090
H -5.263 -2.507 -2.208
H -5.343 -3.630 -0.848
H -2.165 -3.647 -0.454
H -3.737 -4.937 0.781
H -4.634 -3.477 1.307
H -2.631 -3.966 4.475
H -1.617 -3.768 6.695
H 0.336 -2.245 7.018
H 1.171 -0.951 5.119
H 1.590 -2.860 1.058
H 3.717 -4.084 1.104
H 5.593 -3.258 2.505
H 5.289 -1.228 3.887
H 3.135 -0.043 3.894
H -1.507 0.820 3.785
H -1.626 3.026 4.847
H 0.410 4.433 5.030
H 2.558 3.589 4.131
H 2.659 1.384 3.023
C 6.051 3.804 2.165
O 6.563 2.972 1.152
C 5.681 2.112 0.546
C 6.233 1.301 -0.460
C 5.385 0.448 -1.125
C 4.026 0.306 -0.814
C 3.216 -0.644 -1.584
C 3.634 -1.010 -2.997
O 2.197 -1.154 -1.140
C 3.453 1.107 0.236
O 2.239 1.067 0.598
C 4.349 2.039 0.870
H 6.887 4.400 2.526
H 5.639 3.218 2.993
H 5.271 4.469 1.784
H 7.284 1.377 -0.697
H 5.795 -0.167 -1.918
H 4.242 -0.246 -3.479
H 2.722 -1.189 -3.566
H 4.186 -1.953 -2.976
H 3.910 2.695 1.609
C 1.098 3.723 -0.890
C -0.010 3.704 0.124
O -0.634 2.691 0.361
C -0.368 4.978 0.840
C -1.283 4.918 1.884
C -1.637 6.067 2.568
C -1.085 7.290 2.205
C -0.179 7.359 1.156
C 0.182 6.202 0.479
H 1.424 2.707 -1.096
H 1.954 4.296 -0.534
H 0.731 4.178 -1.815
H -1.707 3.958 2.143
H -2.350 6.012 3.382
H -1.368 8.191 2.735
H 0.244 8.311 0.863
H 0.884 6.260 -0.342
C -0.340 -4.666 -4.769
Si 0.147 -3.730 -3.138
C 1.987 -4.334 -2.993
C -0.634 -4.948 -1.849
C -0.096 -5.068 -0.554
C -0.706 -5.809 0.447
C -1.897 -6.485 0.193
C -2.454 -6.399 -1.076
C -1.833 -5.646 -2.068
H -0.128 -5.743 -4.728
H 0.221 -4.241 -5.607
H -1.400 -4.537 -5.009
H 2.074 -5.427 -3.010
H 2.456 -3.961 -2.077
H 2.572 -3.934 -3.829
H 0.827 -4.543 -0.322
H -0.256 -5.859 1.434
H -2.378 -7.066 0.972
H -3.379 -6.924 -1.296
H -2.296 -5.599 -3.050
C -0.854 1.331 -3.672
C -1.203 2.210 -4.660
C -1.747 3.525 -4.375
C -2.111 4.395 -5.358
C -1.978 4.072 -6.730
C -1.450 2.795 -7.040
C -1.081 1.910 -6.073
C -2.364 4.981 -7.745
N -2.681 5.725 -8.576
H -0.993 1.634 -2.644
H -0.484 0.335 -3.885
H -1.881 3.808 -3.334
H -2.521 5.363 -5.089
H -1.340 2.520 -8.084
H -0.685 0.940 -6.355
C -4.890 1.559 -1.181
S -3.331 2.176 -0.548
C -3.415 1.391 1.065
O -3.540 3.640 -0.327
H -5.689 1.981 -0.569
H -4.897 0.471 -1.155
H -4.971 1.906 -2.210
H -3.358 0.306 0.953
H -4.337 1.698 1.561
H -2.543 1.742 1.615

***

Entry 6:
70
Properties=species:S:1:pos:R:3 method="wB97M-V/def2-TZVPD" charge=+1 max_force_ev_per_a=4.91 orbital_gap_ev="9.4 / 2.1" total_energy_ha=-2826.6848 multiplicity=2
C 5.281 -15.024 1.289
C 3.766 -14.845 1.086
O 3.109 -15.626 2.099
P 2.310 -15.021 3.355
O 0.983 -14.518 3.074
O 3.361 -13.926 3.917
C 2.844 -13.088 4.945
C 3.547 -13.485 6.302
O 2.217 -16.339 4.486
C 3.386 -16.910 5.070
C 3.636 -18.249 4.314
H 5.425 -15.605 2.201
H 5.831 -15.284 0.385
H 5.603 -13.996 1.452
H 3.394 -13.824 1.172
H 3.478 -15.088 0.063
H 3.071 -12.068 4.635
H 1.767 -13.049 5.108
H 4.612 -13.708 6.236
H 3.374 -12.720 7.060
H 3.194 -14.453 6.656
H 4.212 -16.211 4.935
H 3.350 -17.073 6.147
H 3.916 -18.023 3.285
H 4.439 -18.834 4.763
H 2.637 -18.682 4.266
C 11.403 -9.108 9.156
C 11.623 -10.350 9.941
O 11.478 -11.455 9.063
P 12.697 -12.448 8.873
O 13.291 -12.918 10.168
O 12.071 -13.684 8.096
C 12.965 -14.604 7.649
C 13.681 -14.271 6.327
O 13.696 -11.695 7.855
C 14.667 -10.822 8.278
C 15.991 -11.497 8.162
H 12.182 -8.922 8.417
H 10.457 -9.161 8.616
H 11.271 -8.273 9.844
H 12.644 -10.312 10.320
H 10.989 -10.389 10.827
H 13.771 -14.714 8.374
H 12.335 -15.469 7.444
H 14.421 -13.477 6.422
H 14.097 -15.227 6.007
H 13.055 -13.994 5.479
H 14.673 -9.955 7.617
H 14.517 -10.267 9.204
H 16.008 -11.814 7.119
H 16.839 -10.846 8.373
H 16.134 -12.404 8.750
C 7.132 -12.760 4.965
C 7.257 -12.106 6.424
C 8.473 -11.291 6.835
F 8.871 -10.253 6.112
F 8.502 -11.000 8.143
F 6.121 -11.435 6.691
F 7.137 -13.055 7.380
O 8.193 -13.506 4.459
C 8.192 -14.982 4.778
C 9.700 -15.301 4.540
F 9.995 -15.256 3.251
F 10.646 -14.483 5.213
F 7.867 -15.201 6.056
F 7.397 -15.688 3.946
H 6.919 -11.870 4.373
H 6.214 -13.340 4.875
H 9.280 -12.008 6.684
H 9.905 -16.317 4.876

***

Entry 7:
13
Properties=species:S:1:pos:R:3 method="wB97M-V/def2-TZVPD" charge=+1 max_force_ev_per_a=4.10 orbital_gap_ev=7.8 total_energy_ha=-424.3701 relative_energy_kj_mol=0.0
C -0.545 0.907 0.280
C 0.473 0.226 -0.599
C 1.243 -0.866 -0.273
O 2.368 -1.219 -0.888
Pb 2.936 0.600 -1.342
H -0.070 1.339 1.174
H 0.509 0.579 -1.645
H -1.059 1.692 -0.297
H 0.916 -1.641 0.432
C -1.525 -0.183 0.691
H -2.000 0.068 1.648
H -2.308 -0.340 -0.064
H -0.939 -1.161 0.883

***

Entry 8:
22
Properties=species:S:1:pos:R:3 method="wB97M-V/def2-TZVPD" smiles="CC(C)=C(C)C.N=C=O" charge=0 max_force_ev_per_a=3.08 orbital_gap_ev=9.4 total_energy_ha=-404.4581 relative_energy_kj_mol=182.2
C -0.174 0.070 -1.971
C -0.290 0.371 -0.519
C -0.459 1.823 -0.338
C -0.178 -0.581 0.414
C 0.312 -1.954 0.065
C -0.467 -0.499 1.918
H -0.936 0.630 -2.613
H 0.825 0.374 -2.529
H -0.281 -1.003 -2.174
H -0.368 2.083 0.737
H -1.324 2.306 -0.800
H 0.434 2.276 -0.784
H -0.503 -2.294 -0.562
H 0.301 -2.528 0.962
H 1.403 -2.015 -0.418
H -1.004 -1.405 2.116
H -1.037 0.493 2.203
H 0.433 -0.886 2.369
N 2.907 0.404 1.355
C 2.784 0.220 0.184
O 2.980 -0.022 -0.931
H 2.214 0.795 1.967